110
Properties=species:S:1:pos:R:3 method="wB97M-V/def2-TZVPD" orbital_gap_ev=3.5 relative_energy_ev=0.0000 charge=0 energy_ev=-97090.0228 e_homo_ev=-5.923
C -4.93301 0.24887 -2.27027
C -4.71350 -0.89591 -3.02363
N -4.48816 -1.81197 -3.73279
C -5.39265 0.19436 -0.94514
C -5.50104 1.40038 -0.16384
C -5.87362 1.35270 1.16179
C -6.16540 0.10830 1.76623
N -6.54246 0.05938 3.13395
O -6.86349 -1.04702 3.62517
O -6.54404 1.12747 3.79494
C -6.07166 -1.09020 1.02698
C -5.69790 -1.05489 -0.30183
H -4.71708 1.21660 -2.72697
H -5.27284 2.35885 -0.63796
H -5.95844 2.25566 1.76269
H -6.29774 -2.02656 1.53146
H -5.62384 -1.99137 -0.86397
C 5.15701 1.59866 0.83997
C 4.47583 2.50050 1.65759
C 3.37823 2.08074 2.41668
C 2.92912 0.77663 2.24567
O 1.64955 0.40880 2.73016
P 0.22054 0.80884 2.06558
O -0.87237 0.28452 3.14414
C -0.70440 -0.50255 4.28950
C -1.18034 0.00509 5.49888
C -0.79308 -0.64130 6.67654
C -0.01853 -1.80414 6.61855
C 0.33545 -2.35447 5.38251
C -0.04156 -1.71994 4.19503
O 0.21142 2.42872 2.29693
C -0.80104 3.20259 2.87164
C -0.39675 4.27775 3.65969
C -1.37783 4.98970 4.35095
C -2.72070 4.61471 4.25699
C -3.09922 3.54374 3.44444
C -2.13526 2.86103 2.69605
Pd -0.09849 0.12584 -0.10848
P 1.37375 -1.26299 -1.20880
O 2.87946 -0.72646 -1.55600
C 3.98914 -1.37477 -2.13958
C 4.65478 -0.70966 -3.15942
C 5.64217 -1.39604 -3.87190
C 5.94681 -2.71936 -3.54220
C 5.28913 -3.34900 -2.48414
C 4.36265 -2.63827 -1.71231
O 1.59203 -2.68732 -0.45033
C 1.06105 -3.92598 -0.84826
C 1.95723 -4.98494 -0.92634
C 1.55119 -6.13139 -1.60997
C 0.25750 -6.22107 -2.12996
C -0.64689 -5.17121 -1.94311
C -0.26126 -4.02336 -1.24759
O 0.83380 -1.73712 -2.66388
C 1.27398 -1.33536 -3.92945
C 1.62095 -2.36842 -4.79401
C 2.28029 -2.03236 -5.97573
C 2.49990 -0.69146 -6.29451
C 2.05219 0.32559 -5.44862
C 1.40559 0.00812 -4.24855
C -1.10906 1.48248 -1.55286
C -0.77389 2.88105 -1.26833
C 0.49221 3.38627 -1.61641
C 0.80254 4.72407 -1.38447
C -0.11483 5.55278 -0.72416
C -1.32986 5.02235 -0.27516
C -1.67996 3.70941 -0.57853
C -2.05211 0.73407 -0.80493
C -2.01103 -0.67544 -0.94252
C 3.64906 -0.16775 1.51825
C 4.75482 0.26426 0.78633
H 6.01463 1.92787 0.25091
H 4.79062 3.54301 1.71870
H 2.86866 2.75279 3.10834
H -1.82158 0.88975 5.49178
H -1.11505 -0.23398 7.63445
H 0.30493 -2.28737 7.54555
H 0.90393 -3.28033 5.31763
H 0.16154 -2.15195 3.21513
H 0.66593 4.52187 3.71327
H -1.08015 5.84108 4.96123
H -3.48315 5.16134 4.81844
H -4.13437 3.21018 3.36856
H -2.42105 2.08403 1.98195
H 4.36749 0.31393 -3.39035
H 6.16662 -0.88520 -4.68038
H 6.70010 -3.26680 -4.11668
H 5.47887 -4.39405 -2.22743
H 3.92514 -3.06004 -0.80859
H 2.94975 -4.88527 -0.49046
H 2.25887 -6.95336 -1.72080
H -0.04970 -7.11710 -2.67898
H -1.66108 -5.22531 -2.33720
H -0.96517 -3.21661 -1.03742
H 1.40114 -3.39547 -4.48967
H 2.60103 -2.83540 -6.64004
H 3.03536 -0.43664 -7.21216
H 2.19569 1.37642 -5.70437
H 1.03083 0.77745 -3.57044
H -0.79870 1.05926 -2.51779
H 1.22755 2.70032 -2.04752
H 1.76447 5.12059 -1.71366
H 0.12308 6.60333 -0.54349
H -2.01743 5.63065 0.31561
H -2.64023 3.29764 -0.26316
H -2.76032 1.22746 -0.14639
H -1.79760 -1.08936 -1.93170
H -2.52409 -1.30660 -0.21801
H 3.32366 -1.20783 1.51707
H 5.30579 -0.46110 0.18969

***

39
Properties=species:S:1:pos:R:3 method="wB97M-V/def2-TZVPD" smiles="NB(O)[C@]1(O)NC(N(Br)P(=O)(O)O)=[N+](CCC(F)(F)F)[C@H]1P(=O)(O)O" orbital_gap_ev=7.8 relative_energy_ev=10.0029 charge=+1 energy_ev=-126228.8807 e_homo_ev=-13.446
N -2.35280 -0.28886 -2.97658
B -2.26720 0.27533 -1.57066
O -3.29612 1.30565 -1.19955
C -1.13837 -0.14036 -0.42707
O -1.71109 -1.35008 0.18374
N -0.98255 1.02548 0.54139
C 0.49389 1.36046 0.84851
N 0.94845 2.52538 1.40989
Br 2.81703 2.71286 1.59106
P -0.13986 3.84180 1.91404
O -0.10770 4.95919 0.75323
O -1.81449 3.41312 2.13004
O 0.35522 4.62573 3.42818
N 1.27219 0.13275 0.32727
C 1.16686 -0.78527 1.51829
C 1.32174 -2.38450 1.19537
C 1.29821 -3.32374 2.56165
F 0.01374 -4.03314 2.77980
F 1.64280 -2.54826 3.77605
F 2.35223 -4.35317 2.36773
C 0.46208 -0.18158 -0.91053
P 1.02778 -1.49985 -2.16083
O 2.50654 -2.05916 -1.85954
O 1.17438 -0.69675 -3.73816
O -0.06834 -2.84668 -2.30559
H -3.03395 -1.08899 -3.02326
H -1.41826 -0.55319 -3.36830
H -4.16623 0.86663 -1.48175
H -2.45642 -1.00526 0.79189
H -1.50257 0.87937 1.46660
H -2.44111 4.15245 1.93721
H 0.71386 5.51376 3.11823
H 0.20340 -0.65734 2.17131
H 2.07923 -0.50648 2.23460
H 2.39131 -2.55563 0.70002
H 0.47116 -2.80237 0.49515
H 0.55083 0.82460 -1.55155
H 0.62724 -1.24336 -4.38531
H 0.41166 -3.62827 -2.74689

***

17
Properties=species:S:1:pos:R:3 method="wB97M-V/def2-TZVPD" smiles="O=COc1c[nH]c(O)c1.O" orbital_gap_ev=8.6 relative_energy_ev=0.8917 charge=0 energy_ev=-14977.2903 e_homo_ev=-8.048
O 1.74629 0.03691 2.29809
C 2.15550 0.55908 1.28807
O 1.43845 1.29633 0.45393
C 0.34898 0.69529 -0.23331
C -0.96633 0.99323 0.00892
N -1.65957 0.59082 -1.11424
C -0.81288 -0.00557 -1.99239
O -1.30437 -0.37722 -3.18667
C 0.46466 -0.00793 -1.46952
H 3.18674 0.45355 0.91422
H -1.46331 1.40119 0.88179
H -2.65761 0.67941 -1.25111
H -0.59413 -0.64347 -3.77879
H 1.36273 -0.40100 -1.93750
O -0.79552 -1.76806 2.89091
H -0.47008 -1.52503 3.79937
H 0.02046 -1.97754 2.42824